{"formula": "H8O4", "method": "wB97M-V/def2-TZVPD", "e_above_lowest_kj_mol": 182.5, "spin_multiplicity": 1, "smiles": "O.O.O.O", "lumo_ha": 0.0214, "energy_ha": -305.709695, "gap_ev": 10.50, "e_homo_ev": -9.92, "elements": ["H", "H", "H", "H", "H", "H", "H", "H", "O", "O", "O", "O"], "positions_angstrom": [[-0.9376, 2.7070, -0.7542], [0.0151, 2.8530, 0.4210], [-1.1853, -3.3599, 0.0310], [-0.3556, -2.0865, 0.0285], [3.3323, 0.0576, 0.7505], [2.5466, -0.1076, -0.5400], [-1.9188, 0.6414, -0.5124], [-1.6442, -0.3027, 0.6467], [-0.6977, 2.2980, 0.0850], [-1.2670, -2.3997, 0.0137], [3.3241, -0.4381, -0.0760], [-1.2118, 0.1374, -0.0939]]}

{"formula": "C7H13N2O4P", "method": "wB97M-V/def2-TZVPD", "charge": -2, "e_above_lowest_kj_mol": 271.9, "spin_multiplicity": 1, "smiles": "CC(C)OCCC1=N[C@]1(N)P(=O)([O-])[O-]", "lumo_ha": 0.1885, "energy_ha": -1026.309747, "gap_ev": 4.76, "e_homo_ev": 0.37, "elements": ["C", "C", "C", "C", "C", "C", "C", "N", "N", "O", "O", "O", "O", "P", "H", "H", "H", "H", "H", "H", "H", "H", "H", "H", "H", "H", "H"], "positions_angstrom": [[1.2066, -2.4280, 0.3496], [-2.3137, 0.6870, -1.3656], [-0.6607, 2.1757, -0.2031], [-0.1169, -2.0024, 0.2046], [-0.4532, -0.8467, 1.1490], [-0.9849, 0.7690, -0.5736], [2.6088, -2.0434, 0.3945], [1.9167, -3.4075, 0.5865], [3.3806, -1.9151, -0.9003], [2.9489, 0.4722, 0.7889], [2.2307, -0.9225, 2.8831], [4.5729, -1.0920, 2.0102], [-1.3427, -0.0041, 0.5694], [3.1354, -0.8123, 1.6523], [-3.0666, 0.7655, -0.5435], [-2.5372, 1.5306, -2.0768], [-2.2735, -0.2975, -1.7976], [-0.3384, 2.6044, -1.1486], [0.0154, 2.1978, 0.6423], [-1.7163, 2.4120, 0.0997], [-0.0586, -1.5133, -0.8838], [-0.9438, -2.6632, 0.2257], [0.4962, -0.3850, 1.4822], [-0.8368, -1.1855, 2.1455], [-0.0573, 0.3328, -1.0177], [4.2621, -1.7044, -0.5522], [3.0606, -0.9708, -1.1538]]}

{"formula": "C6H13NO", "method": "wB97M-V/def2-TZVPD", "e_above_lowest_kj_mol": 223.6, "spin_multiplicity": 1, "smiles": "CC(C)=C(CN)CO", "lumo_ha": 0.0288, "energy_ha": -366.348740, "gap_ev": 9.40, "e_homo_ev": -8.62, "elements": ["C", "C", "C", "C", "C", "C", "H", "H", "H", "H", "H", "H", "H", "H", "H", "H", "H", "H", "H", "N", "O"], "positions_angstrom": [[2.1153, -1.2323, 0.0381], [1.2024, -0.0513, 0.0783], [1.9223, 1.1325, -0.3908], [-0.0970, -0.1611, 0.3904], [-0.9029, 1.0790, 0.8262], [-0.9480, -1.3995, 0.2787], [3.0683, -0.9613, 0.5241], [1.7300, -2.0592, 0.6002], [2.2993, -1.5939, -0.9559], [2.7129, 1.4029, 0.4201], [2.5597, 0.8764, -1.2925], [1.3445, 1.9427, -0.6897], [-0.2743, 1.6782, 1.5550], [-1.8301, 0.7959, 1.3258], [-2.0699, 2.4134, -0.2802], [-1.2757, 1.2436, -1.1750], [-1.4195, -1.5614, 1.2364], [-0.3708, -2.3323, 0.0192], [-1.7558, -1.4854, -1.4516], [-1.1416, 1.8891, -0.3690], [-2.0600, -1.2234, -0.5723]]}

{"formula": "C17H27NO4", "method": "wB97M-V/def2-TZVPD", "e_above_lowest_kj_mol": 277.5, "spin_multiplicity": 1, "smiles": "CCO[C@@H]1OC(C(=O)NC2CC2)=C[C@H](C2CC2)[C@H]1CCCO", "lumo_ha": 0.0280, "energy_ha": -1019.626082, "gap_ev": 9.68, "e_homo_ev": -8.92, "elements": ["C", "C", "H", "O", "C", "C", "C", "C", "C", "O", "H", "H", "H", "H", "H", "H", "H", "C", "C", "C", "O", "C", "O", "N", "C", "C", "C", "H", "H", "H", "H", "H", "H", "H", "C", "C", "C", "H", "H", "H", "H", "H", "H", "H", "H", "H", "H", "H", "H"], "positions_angstrom": [[2.0496, 2.1402, 1.7951], [0.5910, 2.3879, 2.1679], [0.3864, 1.9835, 3.1712], [-0.3455, 1.8616, 1.2474], [-0.5300, 0.4835, 1.2619], [-1.8547, 0.1674, 0.5506], [-2.1750, -1.3249, 0.6932], [-3.6466, -1.6452, 0.4397], [-3.9069, -3.1517, 0.5129], [-3.1712, -3.8846, -0.4352], [-3.3737, -3.5459, -1.3148], [-3.5934, -3.5412, 1.4843], [-4.9841, -3.3437, 0.3939], [-3.9478, -1.2820, -0.5464], [-4.2702, -1.1457, 1.1832], [-1.5562, -1.9003, 0.0017], [-1.9222, -1.6516, 1.7049], [-1.7586, 0.5947, -0.9257], [-0.4163, 0.2163, -1.4626], [0.6039, -0.1553, -0.6910], [0.5531, -0.2153, 0.6841], [1.9135, -0.5476, -1.2878], [2.1265, -0.4925, -2.4853], [2.8234, -0.9552, -0.3777], [4.1412, -1.3653, -0.7197], [5.2803, -1.0310, 0.1957], [4.8072, -2.4517, 0.0679], [5.4289, -3.1594, -0.4572], [4.2650, -2.8803, 0.8973], [6.2279, -0.7591, -0.2414], [5.0563, -0.5038, 1.1110], [4.2868, -1.3160, -1.7908], [2.5417, -0.9900, 0.5902], [-0.2533, 0.2333, -2.5279], [-2.0671, 2.0745, -1.1259], [-0.9967, 3.0836, -1.4018], [-1.9555, 2.6984, -2.4853], [-1.5858, 2.0942, -3.2991], [-2.7107, 3.4098, -2.7855], [-1.0871, 4.0591, -0.9501], [0.0193, 2.7313, -1.4791], [-2.8990, 2.4059, -0.5152], [-2.5162, 0.0349, -1.4906], [-2.6290, 0.7536, 1.0542], [-0.5540, 0.1139, 2.3041], [0.3848, 3.4612, 2.1703], [2.3012, 1.0885, 1.9007], [2.6940, 2.7232, 2.4483], [2.2248, 2.4390, 0.7646]]}

{"formula": "C13H67AlFINO20", "method": "wB97M-V/def2-TZVPD", "charge": -1, "spin_multiplicity": 1, "lumo_ha": 0.0557, "energy_ha": -2735.192804, "gap_ev": 6.85, "e_homo_ev": -5.33, "elements": ["C", "O", "C", "C", "C", "C", "C", "C", "C", "C", "C", "C", "Al", "N", "I", "C", "C", "F", "H", "H", "H", "H", "H", "H", "H", "H", "H", "H", "H", "H", "H", "H", "H", "H", "H", "H", "H", "H", "H", "H", "H", "H", "H", "H", "H", "H", "H", "O", "H", "H", "O", "H", "H", "O", "H", "H", "O", "H", "H", "O", "H", "H", "O", "H", "H", "O", "H", "H", "O", "H", "H", "O", "H", "H", "O", "H", "H", "O", "H", "H", "O", "H", "H", "O", "H", "H", "O", "H", "H", "O", "H", "H", "O", "H", "H", "O", "H", "H", "O", "H", "H", "O", "H", "H"], "positions_angstrom": [[2.0110, -3.6672, -2.8212], [1.2617, -2.5098, -3.1219], [2.0523, -1.3435, -3.3423], [1.1442, -0.1049, -3.3269], [1.1672, 0.6970, -2.0165], [0.9235, 2.1933, -2.2871], [0.3423, 2.9774, -1.1103], [0.9562, 2.7954, 0.2731], [2.4393, 3.1528, 0.3817], [2.9712, 3.1305, 1.8247], [3.1239, 1.7686, 2.5283], [2.0266, 1.4245, 3.5771], [0.9010, -0.1933, 3.2397], [1.6764, -1.2217, 1.8704], [-1.5914, 0.4417, 2.5890], [0.6334, -1.4036, 4.8492], [-0.3978, -0.9580, 5.8877], [1.8506, -1.7182, 5.5688], [1.4588, -4.2911, -2.1134], [3.0119, -3.4520, -2.4403], [2.1510, -4.2608, -3.7432], [2.5630, -1.4475, -4.3151], [2.8159, -1.2736, -2.5507], [1.4776, 0.5413, -4.1464], [0.1236, -0.4625, -3.4891], [0.3480, 0.3610, -1.3620], [2.1043, 0.5712, -1.4600], [1.8365, 2.6593, -2.6689], [0.1865, 2.2347, -3.1029], [0.3358, 4.0506, -1.3616], [-0.7152, 2.6931, -1.0410], [0.3941, 3.4637, 0.9444], [0.8105, 1.7833, 0.6756], [2.5849, 4.1925, 0.0520], [3.0324, 2.4635, -0.2309], [2.3682, 3.8122, 2.4396], [3.9724, 3.5842, 1.7588], [3.2631, 0.9868, 1.7743], [4.0662, 1.8279, 3.0804], [1.4073, 2.3196, 3.7323], [2.5177, 1.2307, 4.5433], [2.1751, -1.9975, 2.3036], [0.9556, -1.6388, 1.2852], [0.2702, -2.3614, 4.4360], [-0.3584, -1.6749, 6.7153], [-1.4054, -1.0314, 5.4652], [-0.2292, 0.0661, 6.2346], [5.1636, -3.0257, -3.3070], [5.0704, -3.8901, -3.7197], [5.4868, -2.4591, -4.0168], [-2.3667, -0.4139, -2.7943], [-3.2536, -0.3661, -3.1724], [-2.4965, -0.8470, -1.9432], [-4.2748, -0.4041, -4.9072], [-4.8407, -0.7964, -5.5836], [-3.3767, -0.5281, -5.2416], [4.2133, 1.6918, -2.3983], [4.2544, 0.7921, -2.7362], [4.4647, 2.2467, -3.1434], [3.5041, -4.0683, 5.0567], [2.8758, -4.6731, 4.6537], [2.9853, -3.2684, 5.2254], [5.4457, -0.3098, 2.8301], [4.6136, -0.7964, 2.8583], [5.9549, -0.6375, 3.5771], [7.4446, -1.2236, -2.1331], [6.5702, -1.5734, -2.3349], [7.8597, -1.9273, -1.6265], [-4.2684, -2.0804, 2.4786], [-5.0950, -1.9257, 2.9454], [-3.7560, -1.2684, 2.6349], [-2.0401, -3.5896, 6.6011], [-1.5628, -4.3919, 6.3736], [-2.8915, -3.6877, 6.1630], [-2.5244, 2.5134, -2.6790], [-2.4214, 1.5589, -2.7951], [-2.2776, 2.8828, -3.5321], [-2.9201, -4.2692, 3.8378], [-2.1232, -4.1006, 3.3267], [-3.6340, -3.9211, 3.2919], [-4.7910, 1.6985, 1.2014], [-3.8318, 1.6609, 1.3343], [-4.8756, 1.9186, 0.2679], [-3.8271, 2.5595, -5.3842], [-4.5094, 3.1538, -5.7129], [-4.1667, 1.6698, -5.5355], [-6.2238, -2.7104, -4.9443], [-5.8582, -2.9979, -4.1004], [-7.1749, -2.6927, -4.8033], [0.5622, -0.9046, 9.1888], [0.0050, -1.6827, 9.0882], [1.2608, -1.0440, 8.5398], [1.8741, 5.0134, -3.7297], [1.0536, 4.9374, -3.2311], [2.4159, 5.6167, -3.2124], [-7.2694, 2.4743, 2.4584], [-7.8440, 1.9898, 1.8605], [-6.3740, 2.2850, 2.1314], [-6.1959, 4.8766, -5.8296], [-7.0368, 4.9213, -5.3652], [-5.6656, 5.5777, -5.4372], [-3.0714, -3.4817, -2.6367], [-2.1335, -3.4403, -2.4194], [-3.1201, -3.0526, -3.4974]]}

{"formula": "C4H10N3S", "method": "wB97M-V/def2-TZVPD", "charge": 1, "e_above_lowest_kj_mol": 412.7, "spin_multiplicity": 1, "lumo_ha": -0.1577, "energy_ha": -720.473212, "gap_ev": 8.91, "e_homo_ev": -13.20, "elements": ["C", "C", "C", "C", "N", "N", "N", "S", "H", "H", "H", "H", "H", "H", "H", "H", "H", "H"], "positions_angstrom": [[0.6770, -1.1705, -0.9083], [-1.7101, -0.5496, -2.5459], [1.8530, -1.5943, -0.1449], [-1.0731, 1.0528, 1.1276], [0.4990, -1.8863, -2.0291], [-0.0905, -0.1428, -0.6433], [0.1636, 0.8443, 0.3941], [-0.6392, -1.6172, -3.0782], [-1.9195, -0.2491, -1.5644], [-2.6423, -0.4007, -3.1649], [1.5940, -1.4186, 0.9957], [2.7527, -1.0031, -0.4399], [2.0652, -2.6989, -0.2185], [-1.1531, 0.0210, 1.5428], [-1.0269, 1.9736, 1.8034], [-1.9786, 1.2369, 0.3372], [0.3231, 1.6325, -0.1968], [0.9413, 0.5581, 1.0062]]}